(1)
A molecular structure, C16H17Cl2F5O2Ru, computed with wB97M-V/def2-TZVPD.

```
43
Properties=species:S:1:pos:R:3:forces:R:3
C 1.9140 0.8884 -1.4526 0.31 -2.08 0.14
C 0.9760 0.0032 -2.1388 1.51 -0.94 0.37
C 0.8253 -1.1792 -1.3083 1.18 0.52 -0.51
C 0.4692 0.1403 -3.5205 -0.16 -0.11 -0.37
C 1.6937 -1.0519 -0.1917 -0.07 0.29 -0.36
C 2.3042 0.2203 -0.2327 0.11 -0.46 -0.95
C 3.3091 0.7350 0.7272 0.08 0.33 0.13
C 2.5751 2.0672 -2.0489 0.06 0.30 0.10
C 0.0672 -2.3875 -1.7113 -0.25 -0.12 -0.07
C 2.0217 -2.1386 0.7746 -0.05 -0.01 0.30
Ru -0.1423 1.0554 -0.7373 3.95 2.69 3.92
Cl -2.0270 0.1826 -0.9365 -5.79 -2.74 -0.34
Cl -0.5944 2.9142 -1.9308 -0.80 2.80 -1.81
O -0.6348 0.0233 1.8731 -0.72 -1.06 1.09
H 0.7871 1.0951 -3.9404 -0.04 -0.09 -0.14
H -0.6237 0.1275 -3.5242 0.00 0.00 -0.16
H 0.8275 -0.6942 -4.1320 0.07 0.02 -0.33
H -0.9618 -2.1227 -1.9803 0.03 -0.11 0.03
H 0.0336 -3.1255 -0.9016 -0.07 0.03 -0.10
H 0.5287 -2.8731 -2.5849 -0.07 -0.06 0.00
H 1.1776 -2.8277 0.9088 0.10 0.00 0.10
H 2.2982 -1.7248 1.7552 -0.08 -0.17 -0.09
H 2.8784 -2.7462 0.4351 -0.10 0.01 0.08
H 3.3143 0.1418 1.6445 0.04 0.04 0.05
H 3.0521 1.7654 0.9959 -0.03 -0.08 0.04
H 4.3224 0.7027 0.3020 0.08 0.03 0.03
H 1.8602 2.5939 -2.6739 0.10 0.24 -0.12
H 3.4476 1.7750 -2.6458 0.11 0.03 -0.05
H 2.8942 2.7436 -1.2562 0.01 0.15 -0.03
H -0.3213 -0.9119 1.8423 0.05 0.93 -0.36
O 0.8762 2.6459 0.9970 -0.97 -0.70 0.27
H 0.1850 2.4096 1.6554 0.87 0.34 -0.63
F -1.9687 2.3476 2.3098 -0.79 -0.97 0.11
C -2.6494 1.1801 2.3397 0.47 0.42 -0.05
C -1.9643 -0.0199 2.1577 1.15 -0.25 -0.41
C -2.6454 -1.2393 2.1784 0.07 0.12 -0.03
F -1.9330 -2.3880 1.9747 -0.57 0.78 0.17
C -4.0162 -1.2625 2.3444 -0.05 0.34 0.02
F -4.6939 -2.4272 2.3282 0.07 0.28 0.04
C -4.6990 -0.0528 2.5056 0.09 -0.22 -0.13
F -6.0412 -0.0660 2.6266 -0.01 -0.02 0.10
C -4.0209 1.1628 2.5119 -0.04 -0.03 -0.05
F -4.7012 2.3180 2.6606 0.15 -0.50 -0.02
```
Positions in Å, forces in eV/Å.

Output
Lowest unoccupied orbital energy (spin up / spin down): 4.62 / 4.61 eV
Calculated total energy: -62174.0958 eV
2S+1: 5
Gap between HOMO and LUMO (spin up / spin down): 3.1 / 4.1 eV
Total charge: -2
Energy relative to the best compared isomer or geometry (same formula, charge and spin): 1.627 eV

Atomic partial charges in e from the Mulliken method, atoms 1 to 4:
1. C -0.1976
2. C 0.9202
3. C 1.1757
4. C -1.9119

=====

(2)
A molecular structure, C16H17Cl2IrNO4SSb, computed with wB97M-V/def2-TZVPD.

```
43
Properties=species:S:1:pos:R:3:forces:R:3
Ir -0.1973 0.0403 -0.1741 0.22 0.29 -0.43
O -1.4217 -3.4491 -1.9977 0.00 -0.01 0.00
C -0.9810 -2.4673 -1.2925 0.07 0.04 -0.03
O -0.8549 -1.3017 -1.7134 -0.28 0.20 0.00
C -0.5864 -2.7886 0.1091 -0.02 0.03 -0.04
C -0.6819 -3.9947 0.7854 0.02 -0.01 -0.01
C -0.2902 -4.0258 2.1202 0.01 0.02 -0.01
C 0.1762 -2.8680 2.7427 0.04 0.00 0.01
C 0.2535 -1.6966 2.0073 -0.01 -0.02 -0.03
N -0.1219 -1.6960 0.7173 -0.02 -0.08 0.18
C 0.6627 -0.3234 2.4476 0.00 0.10 -0.03
O 1.1396 -0.0569 3.6140 -0.02 -0.03 -0.01
O 0.5413 0.6301 1.6473 0.10 -0.19 0.07
H -1.6979 -3.1893 -2.8985 0.00 0.00 0.00
H -1.0616 -4.8758 0.2837 0.00 0.00 0.01
H -0.3597 -4.9476 2.6828 0.00 0.00 0.00
H 0.4581 -2.8979 3.7881 0.00 -0.02 0.00
H 1.2598 -0.8115 4.2129 -0.02 0.01 0.02
Cl -0.2259 2.3524 -0.8465 -0.17 -0.12 -0.11
C -1.6132 3.0346 0.0206 0.08 -0.04 -0.09
C -1.7259 4.3857 0.0459 -0.05 0.01 0.02
C -2.8693 4.9411 0.6668 0.01 0.02 0.00
C -3.8524 4.1404 1.2089 -0.01 -0.01 0.00
C -3.7264 2.7582 1.1653 -0.02 0.00 0.02
Cl -4.9460 1.7880 1.8239 0.01 0.00 0.00
C -2.5653 2.1462 0.5785 -0.03 0.01 -0.08
S -2.4351 0.4624 0.5545 -0.03 -0.10 0.25
H -0.9812 5.0290 -0.4034 0.01 -0.01 0.00
H -2.9732 6.0179 0.7017 0.00 0.00 0.00
H -4.7285 4.5756 1.6699 0.00 0.00 0.00
C 3.0613 -1.9593 -1.6218 -0.06 -0.04 0.00
Sb 2.1019 -0.0829 -1.5359 0.14 0.02 0.31
C 1.6443 0.4904 -3.5121 0.07 -0.04 -0.02
C 3.5824 1.2544 -0.8579 0.04 0.00 0.00
H 3.9575 -1.8375 -2.2294 0.00 -0.01 0.00
H 2.4217 -2.7093 -2.0831 0.00 0.00 0.00
H 3.3481 -2.2724 -0.6199 0.01 -0.01 -0.01
H 2.5514 0.3601 -4.1017 -0.02 0.02 -0.04
H 1.3496 1.5377 -3.5331 0.00 0.00 0.00
H 0.8493 -0.1286 -3.9202 -0.01 -0.01 0.02
H 4.4363 1.1691 -1.5294 0.00 0.00 0.01
H 3.8880 0.9886 0.1517 0.00 0.01 0.00
H 3.2141 2.2778 -0.8752 -0.04 -0.01 0.01
```
Positions in Å, forces in eV/Å.

Output
Lowest unoccupied orbital energy (spin up / spin down): -10.68 / -11.89 eV
Calculated total energy: -71777.8015 eV
2S+1: 2
Gap between HOMO and LUMO (spin up / spin down): 7.1 / 6.2 eV
Total charge: +3

Atomic partial charges in e from the Mulliken method, atoms 1 to 4:
1. Ir 2.0565
2. O -0.3672
3. C 0.4150
4. O -0.7349

=====

(3)
A molecular structure, C16H17Cl2O8SV, computed with wB97M-V/def2-TZVPD.

```
45
Properties=species:S:1:pos:R:3:forces:R:3
V 8.1157 8.5063 8.4000 -0.99 -1.01 0.06
O 5.7772 12.1439 7.8139 1.29 -0.87 0.70
C 6.6472 11.1554 8.1882 -0.68 0.74 0.99
O 6.7299 10.1033 7.6015 0.23 0.33 -0.06
C 7.2785 11.4603 9.5480 0.06 0.75 -0.32
O 8.4952 10.8702 9.7883 0.38 -0.33 0.09
C 9.6696 11.4424 9.1864 -0.25 -0.59 0.97
C 10.1462 10.6660 7.9699 0.09 -0.12 0.01
O 11.0756 11.1973 7.3857 0.17 -0.14 -0.46
O 9.5881 9.5365 7.7249 1.09 1.16 -0.55
H 5.3029 11.7372 7.0976 -0.73 -0.10 -0.94
H 6.5621 11.0850 10.2686 -0.26 -0.42 0.12
H 7.3286 12.5283 9.7612 -0.12 0.32 -0.49
H 10.4254 11.3389 9.9868 -0.28 0.27 -0.63
H 9.5872 12.4932 8.9200 -0.36 0.16 0.06
Cl 8.2179 7.2636 5.7390 -0.25 0.40 0.01
C 9.9193 6.9025 5.8658 -0.19 -0.21 -0.69
C 10.6142 6.9613 4.6724 0.94 -0.18 -0.19
C 11.9670 6.5680 4.6429 -0.50 -0.78 0.95
C 12.5248 6.0838 5.8362 -0.03 0.30 -0.08
C 11.7463 6.0280 7.0155 0.64 -0.70 -0.88
Cl 12.3968 5.1354 8.3556 0.38 0.17 0.27
C 10.3989 6.4029 7.0902 0.53 0.83 -1.09
S 9.4107 6.3210 8.4687 -0.42 -0.16 1.34
H 10.1026 7.2709 3.7632 0.10 -0.02 0.25
H 12.5333 6.3850 3.7290 -0.25 0.62 0.10
H 13.5869 5.7543 5.8022 -1.03 0.09 0.40
O 3.5818 7.8430 10.2425 2.83 0.72 0.90
C 4.7256 8.1341 10.5369 -3.90 -0.77 -1.43
C 6.2368 9.0775 12.1583 -1.81 1.53 0.06
C 5.9360 8.5909 10.7356 1.23 -0.34 1.33
O 6.9552 8.2370 9.9477 0.19 0.14 -0.13
H 7.1224 8.6684 12.5588 1.02 -1.01 0.23
H 5.3813 8.8496 12.8628 0.88 0.27 -0.74
H 6.4242 10.1813 12.2182 -0.31 -0.65 -0.19
C 11.8732 9.2682 10.0643 0.55 0.24 0.62
C 11.9791 8.8926 11.5131 0.39 0.12 -0.77
C 11.1838 7.7555 12.0165 0.03 -0.26 0.53
O 12.7933 9.4290 12.2200 0.59 0.66 0.77
H 10.9183 8.9578 9.6912 -0.41 -0.02 -0.57
H 12.6644 8.7215 9.5451 -0.12 -0.04 -0.13
H 12.0880 10.3422 9.9707 -0.09 -0.49 -0.19
H 11.4420 6.8985 11.4103 0.00 -0.45 -0.23
H 10.1108 7.8974 11.8879 -0.03 0.05 0.18
H 11.5280 7.6069 13.0477 -0.58 -0.18 -0.17
```
Positions in Å, forces in eV/Å.

Output
Lowest unoccupied orbital energy (spin up / spin down): 2.28 / 2.27 eV
Calculated total energy: -94817.6888 eV
2S+1: 4
Gap between HOMO and LUMO (spin up / spin down): 6.3 / 7.0 eV
Total charge: -1
Energy relative to the best compared isomer or geometry (same formula, charge and spin): 0.000 eV

Atomic partial charges in e from the Mulliken method, atoms 1 to 4:
1. V 0.7990
2. O -0.4942
3. C 0.8212
4. O -0.4547

=====

(4)
C16H17ClF3N3O6S in the gas phase, computed with wB97M-V/def2-TZVPD.

```
47
Properties=species:S:1:pos:R:3:forces:R:3
C -0.6233 1.5772 -1.6424 -3.94 -1.38 0.56
S -0.8674 0.0537 -2.7130 0.98 1.85 0.14
C -1.5050 -1.0624 -1.5425 -2.45 0.86 3.67
C -0.5395 -2.0971 -1.0143 -7.63 -6.58 -4.87
C 0.2772 -1.9295 0.0361 5.00 4.36 4.76
N -0.3313 -1.2129 1.1023 -6.26 -16.59 0.76
C -1.0826 -1.7608 2.1223 4.71 -11.76 -8.72
O -1.1365 -3.1487 2.0393 -0.42 6.40 1.03
C -1.5342 -1.0854 3.1224 -6.44 10.49 8.46
C -1.6767 -1.4356 4.4417 6.52 -8.14 -0.85
C -1.8960 -0.9295 5.6723 -4.35 5.56 -1.57
C -2.5853 0.3564 5.4003 4.63 -2.24 3.14
N -2.8451 1.1433 6.6551 -3.15 0.85 -4.39
O -3.4942 2.1857 6.3583 1.48 -1.20 2.36
O -2.6523 0.5788 7.6763 0.21 0.78 1.81
C -2.4578 1.0928 4.1991 -0.83 -2.99 4.81
C -2.1495 0.4847 3.1295 4.10 -6.90 -6.33
Cl -2.2184 1.1682 1.5603 -0.33 0.74 -0.07
C 1.4374 -0.9945 -0.3490 2.41 5.18 -1.61
O 1.5618 0.3241 -0.0702 -0.16 -8.21 -1.42
O 2.2838 -1.7774 -1.2266 0.83 4.81 1.40
C 3.5720 -0.9073 -1.7243 0.99 -1.12 5.58
C 3.5617 -0.6493 -3.1413 -0.56 -1.68 -5.25
O 4.5839 -0.9242 -3.7918 -1.69 1.44 1.32
N 2.2704 -0.3918 -3.8367 14.71 -2.20 -2.62
C 2.3114 0.0152 -5.0866 1.30 2.12 -7.04
C 2.1170 1.6629 -5.3144 1.00 -10.35 -3.42
F 2.1288 2.0043 -6.5836 -1.13 0.90 -1.01
F 1.1645 1.8762 -4.5908 -8.73 3.32 2.87
F 3.0595 2.1131 -4.7319 9.02 5.35 3.68
H -1.7556 1.7609 -1.2693 2.56 0.01 -0.87
H -0.0391 1.3814 -0.7285 0.22 0.46 -1.03
H -0.3849 2.3073 -2.3907 0.61 0.74 0.33
H -2.0416 -0.5201 -0.5628 1.57 -0.94 -2.62
H -2.4084 -1.4724 -2.0033 0.47 -0.66 0.03
H -0.1230 -2.6157 -1.8598 0.83 0.06 -0.34
H -1.2780 -3.1313 -0.6341 1.68 3.04 -0.87
H 0.8631 -2.7136 0.4129 -0.03 -2.02 0.35
H -0.1432 -0.4407 1.2208 4.60 18.00 2.08
H -0.9141 -2.4961 4.6090 -2.68 2.48 -0.70
H -1.8166 -1.3859 6.6440 0.13 -0.07 -0.19
H -3.0568 1.8576 4.2139 -2.44 5.06 -0.28
H 3.6417 0.0989 -1.0381 -0.50 -2.57 -1.77
H 4.5678 -1.6099 -1.4415 -3.10 1.92 -0.90
H 1.6974 -0.3424 -3.2390 -11.37 1.27 9.59
H 3.4325 -0.1612 -5.5124 -2.97 -0.23 0.64
H 1.4619 -0.4325 -5.6218 0.60 -0.20 -0.63
```
Positions in Å, forces in eV/Å.

Output
SMILES string: CSCC[C@H](NC(=O)c1ccc([N+](=O)[O-])cc1Cl)C(=O)OCC(=O)NCC(F)(F)F
Lowest unoccupied orbital energy: -2.27 eV
Calculated total energy: -65116.4320 eV
Gap between HOMO and LUMO: 6.8 eV
Energy relative to the best compared isomer or geometry (same formula, charge and spin): 16.418 eV

Atomic partial charges in e from the Mulliken method, atoms 1 to 4:
1. C -0.5954
2. S -0.1015
3. C -0.4756
4. C -0.8467

=====

(5)
A molecular structure, C16H17LiN4O4S4, computed with wB97M-V/def2-TZVPD.

```
46
Properties=species:S:1:pos:R:3:forces:R:3
Li -1.9380 1.6248 -2.5309 -0.09 -0.02 0.00
S -0.3796 0.8068 -4.1140 0.09 0.04 -0.04
C -0.8351 -0.8713 -4.0889 0.01 0.03 0.05
C -0.0541 -1.7415 -4.9252 -0.04 -0.03 -0.04
N 0.5740 -2.4195 -5.6161 0.03 0.01 0.01
C -1.8573 -1.4181 -3.3590 -0.02 -0.04 -0.03
S -2.9393 -0.5518 -2.3108 -0.05 0.01 0.01
C -2.0873 -2.8346 -3.4555 0.04 -0.01 0.02
N -2.2884 -3.9706 -3.4945 -0.02 0.01 -0.01
C -0.6928 -2.0828 0.2745 0.06 0.01 0.01
C -0.4005 -0.6037 0.4924 -0.06 -0.08 -0.02
C 0.6057 -0.1030 -0.5346 -0.06 0.04 -0.04
N 1.0420 1.2686 -0.2549 -0.05 -0.03 0.03
C 2.2655 1.7355 -0.1720 0.04 -0.10 0.02
S 2.6778 3.3535 -0.1131 0.01 0.13 0.00
N 3.3224 0.7878 -0.1520 0.07 -0.02 0.02
C 3.5990 -0.2087 0.7479 -0.11 0.01 -0.01
O 4.5904 -0.9048 0.6158 0.02 -0.01 0.02
C 2.6862 -0.3882 1.9234 0.05 0.06 -0.04
C 2.3821 -1.6808 2.3297 -0.01 -0.03 0.04
C 1.5782 -1.8862 3.4398 0.02 0.00 -0.04
C 1.1034 -0.7991 4.1610 -0.02 0.01 0.02
C 1.4302 0.4922 3.7714 0.00 0.00 -0.01
C 2.2152 0.7022 2.6473 0.00 -0.03 0.01
H -1.4270 -2.4477 0.9954 0.00 0.00 0.00
H 0.2168 -2.6827 0.3840 -0.01 0.00 0.01
H -1.0999 -2.2507 -0.7228 -0.01 0.00 0.00
H -0.0286 -0.4319 1.5051 0.03 0.01 0.00
H -1.3200 -0.0282 0.3724 0.01 0.01 0.01
H 0.1401 -0.0990 -1.5257 0.02 0.02 0.01
H 1.4784 -0.7511 -0.5930 0.00 -0.01 0.04
H 0.2890 1.9620 -0.2534 0.03 -0.04 -0.05
H 4.1312 1.0810 -0.6795 -0.01 0.01 -0.02
H 2.7703 -2.5150 1.7600 0.00 0.01 0.00
H 1.3138 -2.8935 3.7359 0.00 0.00 0.00
H 0.4678 -0.9593 5.0235 0.00 0.00 0.00
H 1.0565 1.3413 4.3291 0.00 0.00 0.00
H 2.4568 1.7101 2.3316 0.00 0.00 0.01
C -4.0089 2.0666 0.1606 -0.03 -0.04 0.01
S -2.7960 3.1048 -0.6110 0.33 -0.05 0.12
O -2.8013 4.3537 0.1181 0.01 -0.01 0.01
O -1.5370 2.3299 -0.5206 -0.20 0.19 0.00
O -3.1832 3.1959 -2.0201 -0.06 -0.03 -0.15
H -3.7353 1.9500 1.2075 -0.01 0.00 0.00
H -4.0058 1.1028 -0.3462 -0.02 0.00 0.01
H -4.9774 2.5540 0.0674 0.00 -0.02 0.01
```
Positions in Å, forces in eV/Å.

Output
Lowest unoccupied orbital energy: 4.27 eV
Calculated total energy: -74570.2721 eV
Gap between HOMO and LUMO: 5.5 eV
Total charge: -2
Energy relative to the best compared isomer or geometry (same formula, charge and spin): 0.000 eV

Atomic partial charges in e from the Mulliken method, atoms 1 to 4:
1. Li 0.7655
2. S -0.5645
3. C 0.2405
4. C -0.0138

=====

(6)
2 unconnected molecules or ions with the total composition C16H17N, computed with wB97M-V/def2-TZVPD.

```
34
Properties=species:S:1:pos:R:3:forces:R:3
C 2.1378 0.9775 -1.3403 4.18 -2.37 -2.15
C 1.0244 -2.5350 -0.5205 1.30 4.30 -1.52
C 0.0742 -2.6250 -1.4670 -1.12 -1.77 -0.86
C 1.8824 -1.3359 -0.3626 -0.65 -1.38 0.24
C 1.6138 -0.4138 -1.3401 -1.41 1.82 -1.15
C -0.1519 -1.6559 -2.4706 -1.10 -2.12 -0.40
C 0.7277 -0.6132 -2.3996 0.41 -1.49 2.85
H 1.2441 -3.1945 0.1697 0.39 -3.99 3.14
H -0.4738 -3.5784 -1.5786 0.10 0.41 0.38
H 2.7367 -1.2768 0.3544 -1.00 0.03 -0.59
H -0.7764 -1.9216 -3.3604 0.62 0.48 0.92
H 1.9823 1.4987 -0.4605 0.58 0.68 2.32
H 1.7416 1.6451 -2.0518 -0.73 0.29 -1.39
H 0.7652 0.0249 -3.1511 0.00 3.36 -3.18
H 3.2577 0.6983 -1.7207 -1.70 1.77 1.49
C 0.9290 0.5682 3.1485 0.21 -0.57 0.49
C -1.0751 -0.8276 2.4866 2.76 1.32 0.81
C -0.2912 0.2939 2.3045 -0.06 0.76 0.66
C -1.9170 0.3084 0.7471 0.53 -0.32 1.06
C -0.8657 1.0521 1.2352 0.78 -1.29 0.61
C -2.5589 0.6174 -0.4294 1.88 1.15 0.32
C -0.4741 2.2168 0.6066 -1.56 -0.77 -0.40
C -2.0595 1.6563 -1.1700 -0.12 0.61 -0.16
C -1.1002 2.5508 -0.5567 -1.02 -1.76 -0.77
N -2.0149 -0.7904 1.5592 -1.47 1.37 -1.25
H -0.8465 -1.6197 3.1833 -0.49 -0.19 -0.19
H -2.5833 -1.4840 1.2576 -1.81 -2.81 -0.56
H 1.6176 -0.2926 2.8304 -0.56 1.08 1.31
H 0.5018 0.5897 4.2133 1.41 -0.46 -1.11
H -3.3434 0.0572 -0.7217 -2.39 -1.91 -1.37
H 0.1683 2.7365 1.2114 1.83 2.11 0.54
H -2.4602 1.7039 -2.2212 0.57 0.73 1.26
H -0.9558 3.4660 -1.0178 0.69 1.63 -0.99
H 1.5433 1.5025 3.0329 -1.04 -0.68 -0.36
```
Positions in Å, forces in eV/Å.

Output
Lowest unoccupied orbital energy (spin up / spin down): 3.55 / 3.42 eV
Calculated total energy: -18353.8494 eV
2S+1: 2
Gap between HOMO and LUMO (spin up / spin down): 2.6 / 7.4 eV
Total charge: -1
Energy relative to the best compared isomer or geometry (same formula, charge and spin): 3.220 eV

Atomic partial charges in e from the Mulliken method, atoms 1 to 4:
1. C -1.5363
2. C -1.0805
3. C -0.1778
4. C -0.3772

=====

Number 1: largest force on an atom 6.4 eV/A. Number 2: largest force on an atom 0.6 eV/A. Number 3: largest force on an atom 4.2 eV/A. Number 4: largest force on an atom 18.7 eV/A. Number 5: largest force on an atom 0.4 eV/A. Number 6: largest force on an atom 5.3 eV/A.